Record 1
# C2H11N2O2

A 3-piece molecular cluster, C2H11N2O2 overall (ωB97M-V/def2-TZVPD, the OMol25 dataset).

Bonds (Å) are listed after each position.
Cartesian coordinates (Å):
1 C -0.65717 -1.23314 -1.42443  N4 1.452, H5 1.080, H6 1.093, H7 1.104
2 N 1.15488 0.51255 1.18895  C3 1.298, H8 1.043, H9 1.027
3 C 0.85169 0.05318 0.01352  N2 1.298, N4 1.350, H10 1.057
4 N 0.00676 -0.98568 -0.15655  C1 1.452, C3 1.350, H11 1.031
5 H -1.25586 -2.12479 -1.30699  C1 1.080
6 H -1.21247 -0.34165 -1.72640  C1 1.093
7 H 0.12028 -1.51826 -2.15410  C1 1.104
8 H 0.79633 -0.12823 1.92955  N2 1.043
9 H 2.07438 0.95838 1.28678  N2 1.027
10 H 1.43661 0.35601 -0.81276  C3 1.057
11 H -0.33589 -1.50220 0.66784  N4 1.031
12 H -0.24054 2.82253 -1.96840  O14 0.962
13 H 1.28459 2.96241 -2.01828  O14 0.963
14 O 0.57816 2.33827 -1.82204  H12 0.962, H13 0.963
15 H -1.95982 -0.87294 2.15055  O17 0.970
16 H -1.43237 -0.80781 3.52194  O17 0.972
17 O -1.20955 -0.48864 2.63081  H15 0.970, H16 0.972

Its LUMO energy (spin up / spin down) is -9.9 / -14.6 eV. Its relative energy (zero: lowest compared OMol25 entry of this formula, charge and spin) is 52.2 kcal per mole. The calculation puts the orbital gap (spin up / spin down) at 9.117 / 4.438 eV. The calculation puts the HOMO energy (spin up / spin down) at -19.063 / -19.066 eV. The spin multiplicity is 2. The charge is +2.



Record 2
# C2H11N2Si

An isolated ion of composition C2H11N2Si and charge +1 (ωB97M-V/def2-TZVPD, the OMol25 dataset).

Bonds (Å) are listed after each position.
Cartesian coordinates (Å):
1 C 1.58242 0.90752 0.58653  C2 1.536, H6 1.148, H7 1.160, H8 1.170
2 C 0.43910 -0.09325 0.35991  C1 1.536, N3 1.603, N4 1.443, H9 1.041
3 N 0.86147 -1.13005 -0.78806  C2 1.603, H10 1.044, H11 1.143, H12 0.985
4 N -0.73282 0.60411 -0.11166  C2 1.443, Si5 1.716, H13 1.018
5 Si -2.33924 0.03992 0.09959  N4 1.716, H14 1.505, H15 1.558, H16 1.409
6 H 1.83270 1.54212 -0.33675  C1 1.148
7 H 2.54642 0.40571 0.99258  C1 1.160
8 H 1.12377 1.58774 1.42022  C1 1.170
9 H 0.29575 -0.76314 1.14396  C2 1.041
10 H 0.05294 -1.34325 -1.41297  N3 1.044
11 H 1.59879 -0.60685 -1.48719  N3 1.143
12 H 1.29128 -1.98862 -0.56922  N3 0.985
13 H -0.41666 1.51033 -0.45059  N4 1.018
14 H -3.08384 -0.07548 -1.20361  Si5 1.505
15 H -2.91204 0.72896 1.37370  Si5 1.558
16 H -2.14006 -1.32579 0.38356  Si5 1.409

Its LUMO energy is -3.6 eV. Its relative energy (zero: lowest compared OMol25 entry of this formula, charge and spin) is 3.5 kcal per mole. The calculation puts the orbital gap at 10.548 eV. The structure (SMILES) is C[C@H]([NH3+])N[SiH3]. The calculation puts the HOMO energy at -14.170 eV. The charge is +1.



Record 3
# C2H11N3

A 2-piece molecular cluster, C2H11N3 overall (ωB97M-V/def2-TZVPD, the OMol25 dataset).

Bonds (Å) are listed after each position.
Cartesian coordinates (Å):
1 N 1.11082 -0.80500 -0.95969  N2 1.417, H4 1.025, H5 1.016
2 N 1.47428 -0.33482 0.32679  N1 1.417, N3 1.416, H6 1.033
3 N 2.80655 0.12282 0.46840  N2 1.416, H7 1.025, H8 1.016
4 H 1.34812 -0.14504 -1.70659  N1 1.025
5 H 1.56433 -1.69623 -1.14113  N1 1.016
6 H 0.85987 0.46074 0.56425  N2 1.033
7 H 3.06608 0.79617 -0.25898  N3 1.025
8 H 3.44408 -0.66655 0.41178  N3 1.016
9 C -2.19928 -0.22535 -0.22831  C10 1.524, H11 1.088, H12 1.089, H13 1.089
10 C -1.73626 0.78728 0.81244  C9 1.524, H14 1.090, H15 1.090, H16 1.141
11 H -2.70381 -1.06058 0.25381  C9 1.088
12 H -2.88383 0.22947 -0.94331  C9 1.089
13 H -1.34363 -0.62299 -0.77109  C9 1.089
14 H -2.59019 1.14685 1.38616  C10 1.090
15 H -1.31335 1.66937 0.33180  C10 1.090
16 H -0.90377 0.34386 1.45367  C10 1.141

Its LUMO energy is 1.1 eV. Its relative energy (zero: lowest compared OMol25 entry of this formula, charge and spin) is 41.1 kcal per mole. The calculation puts the orbital gap at 10.428 eV. The structure (SMILES) is NNN.CC. The calculation puts the HOMO energy at -9.376 eV.



Record 4
# C2H11N3O

A 2-piece molecular cluster, C2H11N3O overall (ωB97M-V/def2-TZVPD, the OMol25 dataset).

Bonds (Å) are listed after each position.
Cartesian coordinates (Å):
1 N 1.39030 -1.83393 -0.11405  C2 1.432, H4 1.011, H5 1.015
2 C 0.30952 -2.17598 0.76121  N1 1.432, N3 1.545, H6 1.093, H7 1.095
3 N 0.47148 -3.52045 1.50455  C2 1.545, H8 1.023, H9 1.020
4 H 1.68437 -0.86932 -0.04322  N1 1.011
5 H 1.05327 -1.88524 -1.06981  N1 1.015
6 H 0.07665 -1.40094 1.49623  C2 1.093
7 H -0.66057 -2.38770 0.29846  C2 1.095
8 H 0.60059 -3.13943 2.44550  N3 1.023
9 H 1.43583 -3.82846 1.38182  N3 1.020
10 N -1.66019 2.69493 -0.42114  C11 1.428, H13 1.007, H14 1.003
11 C -0.23952 2.70050 -0.56323  N10 1.428, O12 1.444, H15 1.082, H16 1.089
12 O 0.23675 2.34587 -1.87959  C11 1.444, H17 0.949
13 H -2.15951 3.53768 -0.65555  N10 1.007
14 H -2.26622 1.89696 -0.37607  N10 1.003
15 H 0.09024 3.69517 -0.29496  C11 1.082
16 H 0.13892 1.85117 0.00430  C11 1.089
17 H -0.50192 2.31915 -2.47446  O12 0.949

Its LUMO energy is 0.7 eV. Its relative energy (zero: lowest compared OMol25 entry of this formula, charge and spin) is 18.6 kcal per mole. The calculation puts the orbital gap at 10.263 eV. The structure (SMILES) is NCN.NCO. The calculation puts the HOMO energy at -9.531 eV.



Record 5
# C2H11N3O2

A 3-piece molecular cluster, C2H11N3O2 overall (ωB97M-V/def2-TZVPD, the OMol25 dataset).

Bonds (Å) are listed after each position.
Cartesian coordinates (Å):
1 H 1.21031 0.91107 0.62623  N2 1.012
2 N 0.24072 0.62724 0.67778  H1 1.012, C3 1.290
3 C -0.09835 -0.31870 -0.13086  N2 1.290, N4 1.365, N5 1.398
4 N 0.65929 -1.35806 -0.58732  C3 1.365, H7 1.016, H8 0.998
5 N -1.46425 -0.43418 -0.40621  C3 1.398, C6 1.454, H9 1.002
6 C -2.61243 -0.25412 0.46797  N5 1.454, H10 1.089, H11 1.087, H12 1.090
7 H 1.63971 -1.19285 -0.37641  N4 1.016
8 H 0.29564 -2.26011 -0.36346  N4 0.998
9 H -1.59082 -1.02993 -1.20175  N5 1.002
10 H -3.50078 0.10997 -0.04581  C6 1.089
11 H -2.30298 0.46205 1.22432  C6 1.087
12 H -2.86158 -1.22536 0.89624  C6 1.090
13 O 4.13818 -1.72659 -1.37421  H14 0.953, H15 0.966
14 H 3.99023 -1.35288 -2.23870  O13 0.953
15 H 4.67475 -1.03724 -0.96119  O13 0.966
16 O -1.09515 3.62266 1.28341  H17 0.949, H18 0.956
17 H -1.17018 2.67787 1.22748  O16 0.949
18 H -0.15232 3.77916 1.28252  O16 0.956

Its LUMO energy is 0.5 eV. Its relative energy (zero: lowest compared OMol25 entry of this formula, charge and spin) is 24.6 kcal per mole. The calculation puts the orbital gap at 9.042 eV. The structure (SMILES) is [H]/N=C(\N)NC.O.O. The calculation puts the HOMO energy at -8.535 eV.



Record 6
# C2H11N3O2

A 3-piece molecular cluster, C2H11N3O2 overall (ωB97M-V/def2-TZVPD, the OMol25 dataset).

Bonds (Å) are listed after each position.
Cartesian coordinates (Å):
1 H -0.95291 0.65642 1.32719  N2 1.026
2 N -0.22526 0.39866 0.65102  H1 1.026, C3 1.299
3 C -0.68715 0.80239 -0.49376  N2 1.299, N4 1.429, N5 1.357
4 N -1.92340 1.50127 -0.64871  C3 1.429, H7 1.003, H8 1.000
5 N -0.14698 0.61205 -1.72438  C3 1.357, C6 1.437, H9 0.998
6 C 1.27477 0.47113 -1.87693  N5 1.437, H10 1.123, H11 1.116, H12 1.077
7 H -2.24767 2.04399 0.12945  N4 1.003
8 H -2.17802 1.70294 -1.59463  N4 1.000
9 H -0.80944 0.47406 -2.45846  N5 0.998
10 H 1.55720 -0.57784 -2.16105  C6 1.123
11 H 1.66812 1.16491 -2.65735  C6 1.116
12 H 1.73795 0.89731 -1.00264  C6 1.077
13 O 3.73392 -0.53713 3.37447  H14 0.991, H15 0.967
14 H 4.03894 -1.41273 3.02337  O13 0.991
15 H 2.95873 -0.30237 2.84623  O13 0.967
16 O -2.91949 -2.73071 0.87936  H17 0.977, H18 0.978
17 H -2.75049 -1.88428 1.33603  O16 0.977
18 H -2.12880 -3.28006 1.05078  O16 0.978

Its LUMO energy is 0.7 eV. Its relative energy (zero: lowest compared OMol25 entry of this formula, charge and spin) is 27.3 kcal per mole. The calculation puts the orbital gap at 9.702 eV. The structure (SMILES) is [H]/N=C(\N)NC.O.O. The calculation puts the HOMO energy at -9.037 eV.



Max |F| for the records above, in order: 2.8, 5.2, 1.6, 2.4, 3.7, 2.2 eV/A